# C40H110N10O10

A 10-piece molecular cluster, C40H110N10O10 overall (ωB97M-V with the def2-TZVPD basis set, the OMol25 dataset).

Computed properties:
SMILES string ... COC[C@H](C)N.COC[C@H](C)N.COC[C@H](C)N.COC[C@H](C)N.COC[C@H](C)N.COC[C@H](C)N.COC[C@H](C)N.COC[C@H](C)N.COC[C@H](C)N.COC[C@H](C)N
Total charge ... 0
Total energy ... -2889.55603 Eh
Largest force on an atom ... 0.070 Eh/bohr

Element x y z (Å)
C  4.74639  6.64887  4.62640
C  3.97834  6.83102  3.36201
C  2.69721  5.91882  3.35934
O  2.93801  4.47472  3.28453
C  1.73057  3.73529  3.38805
N  3.61319  8.33030  3.23383
H  4.13499  7.12230  5.39462
H  5.74800  7.06885  4.53424
H  4.90230  5.58333  4.79496
H  4.61018  6.51498  2.53195
H  2.28260  6.28527  2.42023
H  2.00056  6.15152  4.16473
H  1.54586  3.50783  4.43793
H  1.83316  2.71026  3.03183
H  0.84015  4.18203  2.94568
H  3.20852  8.54053  4.13503
H  3.04358  8.60668  2.44690
C  -2.75977  -7.69928  -2.22001
C  -1.47975  -7.77609  -1.51831
C  -1.47817  -6.89804  -0.14575
O  -0.29018  -7.14738  0.54622
C  0.74247  -6.12228  0.40033
N  -1.24981  -9.19426  -1.32226
H  -3.70418  -7.98944  -1.75961
H  -2.68205  -8.34261  -3.09648
H  -2.92041  -6.68450  -2.58404
H  -0.69775  -7.44827  -2.20322
H  -2.30590  -7.12459  0.52629
H  -1.60917  -5.82829  -0.30871
H  1.57104  -6.32792  1.07803
H  0.45962  -5.09114  0.61210
H  1.27393  -6.12119  -0.55133
H  -0.40012  -9.29551  -0.78572
H  -1.89109  -9.54015  -0.62283
C  1.31436  1.10345  0.56485
C  0.27773  0.90982  -0.62073
C  -0.29942  -0.47942  -0.41314
O  -1.16364  -0.54236  0.77324
C  -1.47525  -1.90522  1.03131
N  -0.70714  1.94877  -0.39986
H  0.86187  1.30501  1.53579
H  1.91598  1.91987  0.16533
H  1.92559  0.25722  0.87854
H  0.67960  1.11618  -1.61271
H  0.46054  -1.26003  -0.37827
H  -0.89383  -0.86101  -1.24330
H  -1.88835  -2.38579  0.14446
H  -2.19950  -1.99595  1.84083
H  -0.56287  -2.44513  1.28464
H  -1.27779  1.53413  0.32300
H  -1.27562  1.93230  -1.23453
C  -0.68627  2.11593  -5.92410
C  -1.36377  1.82614  -4.66130
C  -1.70090  3.05812  -3.76445
O  -2.30207  2.66902  -2.51177
C  -2.71822  3.75910  -1.83387
N  -2.57196  1.02944  -5.05318
H  -1.26604  2.44753  -6.78550
H  -0.27089  1.18595  -6.31228
H  -0.03142  2.98646  -5.96226
H  -0.71054  1.07738  -4.21323
H  -2.19644  3.86011  -4.31158
H  -0.74298  3.49959  -3.48948
H  -3.57130  4.33306  -2.19572
H  -1.89621  4.38356  -1.48393
H  -3.09189  3.42543  -0.86581
H  -3.16468  1.14759  -4.24397
H  -2.40369  0.03909  -5.15803
C  0.96214  -2.07576  -4.65034
C  1.57417  -2.58091  -3.35114
C  1.57004  -4.09844  -3.29261
O  0.30142  -4.58685  -3.30157
C  0.04910  -5.64691  -4.19686
N  2.92087  -2.15671  -3.23934
H  1.42358  -2.48788  -5.54775
H  0.81051  -1.00975  -4.81981
H  0.01814  -2.61364  -4.73774
H  1.15877  -2.16118  -2.43497
H  2.21723  -4.40788  -2.47195
H  2.23381  -4.54594  -4.03239
H  0.47493  -6.63367  -4.01499
H  0.29593  -5.33657  -5.21216
H  -1.01757  -5.86810  -4.15962
H  2.92247  -1.15874  -3.08391
H  3.32735  -2.19608  -4.16309
C  4.23152  -1.55090  0.90976
C  5.84894  -1.68905  0.84040
C  6.65691  -0.38046  0.97235
O  6.07582  0.53256  0.07150
C  6.64893  1.74320  -0.08673
N  6.39371  -2.58041  1.91586
H  3.92805  -0.71662  1.54220
H  3.89080  -2.51877  1.27751
H  3.82119  -1.31151  -0.07126
H  6.21149  -2.05088  -0.12175
H  7.71170  -0.55082  0.75677
H  6.49227  0.06495  1.95347
H  6.14965  2.25962  -0.90656
H  7.65644  1.72186  -0.50213
H  6.53844  2.30689  0.83964
H  5.64488  -3.06685  2.38781
H  7.08218  -3.24432  1.59131
C  -3.19230  -2.93726  -3.04886
C  -4.63301  -3.40987  -2.83505
C  -4.95582  -3.41136  -1.32487
O  -4.10259  -4.29818  -0.69666
C  -4.45116  -4.55499  0.65439
N  -5.55687  -2.36796  -3.42875
H  -2.52334  -3.61640  -2.52031
H  -3.07370  -1.91041  -2.70300
H  -2.81627  -2.71790  -4.04815
H  -4.79542  -4.40172  -3.25690
H  -5.95030  -3.80650  -1.11758
H  -4.90394  -2.48242  -0.75700
H  -5.27390  -5.26873  0.69643
H  -4.85240  -3.68617  1.17617
H  -3.65778  -4.94659  1.29103
H  -6.30733  -2.87724  -3.87322
H  -5.97662  -1.94219  -2.61474
C  -0.00116  0.04035  4.75300
C  -0.16715  0.23559  6.29580
C  -0.49389  1.67350  6.65532
O  -1.85967  2.09820  6.48159
C  -2.00221  3.46731  6.36321
N  -1.12353  -0.79642  6.82562
H  0.53785  -0.89891  4.62911
H  0.51302  0.85310  4.24000
H  -0.96628  -0.06096  4.25662
H  0.79784  0.04192  6.76418
H  0.25839  2.24853  6.11539
H  -0.31316  1.84141  7.71704
H  -1.86868  3.92354  7.34408
H  -3.07489  3.51158  6.17482
H  -1.43926  3.97749  5.58161
H  -1.78452  -0.98235  6.08494
H  -1.59001  -0.25162  7.53674
C  2.78713  2.89051  -3.57145
C  2.51400  4.42616  -3.36596
C  3.62972  5.30386  -2.80563
O  4.04205  4.83352  -1.51421
C  5.12305  5.70418  -0.94292
N  1.91227  4.93104  -4.60396
H  2.04440  2.29859  -4.10633
H  3.06164  2.43004  -2.62238
H  3.74521  2.84036  -4.08883
H  1.69851  4.42243  -2.64273
H  3.21594  6.31090  -2.75303
H  4.45529  5.29414  -3.51728
H  6.01072  5.34304  -1.46227
H  5.09333  5.56859  0.13821
H  5.04008  6.76900  -1.16056
H  1.24588  4.25506  -4.94905
H  2.66042  5.15935  -5.24289
C  -3.32698  1.57450  2.57353
C  -4.67794  1.03350  2.38449
C  -5.14714  0.06214  3.50257
O  -6.51818  -0.28029  3.37568
C  -6.90828  -1.05147  2.24740
N  -5.55013  2.16859  2.40302
H  -2.69499  0.74090  2.26727
H  -3.09877  1.65612  3.63625
H  -3.18695  2.44657  1.93480
H  -4.73395  0.44944  1.46588
H  -4.91961  0.43427  4.50150
H  -4.54783  -0.84810  3.52263
H  -7.93053  -1.41353  2.35706
H  -6.22593  -1.87891  2.05286
H  -6.86008  -0.46511  1.32982
H  -6.45585  1.74817  2.25127
H  -5.55759  2.57560  3.32736

Atomic forces in eV per Å
0.4 0.0 -0.1
-1.0 0.4 -0.3
0.7 0.0 -1.2
-0.2 1.5 -0.3
0.2 -0.7 0.9
1.2 -2.5 0.6
0.5 -0.2 0.6
-0.2 0.4 0.3
-0.3 0.0 0.3
-0.2 0.2 -0.3
-0.9 -0.5 -0.2
0.1 0.1 0.3
-0.4 0.6 0.5
0.5 0.3 -0.8
0.2 0.2 -0.2
-0.4 0.6 -0.3
-0.3 -0.3 0.1
-1.5 1.0 -2.0
-0.2 0.4 2.3
0.2 -0.5 -1.7
1.9 1.3 0.5
0.3 -0.8 0.2
0.9 -0.4 1.1
0.3 -0.1 0.8
0.0 0.0 -0.2
-0.2 0.2 -0.1
0.1 0.4 0.3
-0.2 -0.7 -0.2
0.1 0.2 -0.6
-0.4 -0.4 0.5
-0.8 -0.1 0.0
-0.6 -0.2 -0.6
0.7 0.0 -0.2
-0.8 -0.1 -0.1
0.2 0.1 -1.2
0.6 -0.3 3.0
-1.1 -1.0 -0.4
1.0 -0.2 -0.8
0.2 0.2 -0.2
-0.2 -0.4 -0.2
-0.7 0.7 -0.4
0.4 0.2 0.9
0.3 -0.3 -1.0
0.5 -0.7 0.1
0.5 0.1 0.6
-0.5 0.4 -0.4
-0.2 -0.1 -0.2
0.1 0.3 0.1
0.1 -0.2 0.2
-0.5 0.5 0.5
-0.3 0.3 0.0
0.9 1.4 -2.6
-1.6 -1.2 0.2
1.5 -1.4 0.0
-0.2 -1.0 -3.4
-0.9 1.4 3.2
-0.5 1.4 0.9
-1.3 -0.2 0.4
0.7 0.2 0.1
1.0 -0.5 0.7
0.3 0.6 1.2
-0.8 -0.3 0.0
0.4 0.1 0.0
0.2 0.1 -0.9
0.3 0.5 -0.6
-0.2 -0.4 0.1
-0.6 -0.5 0.0
0.3 0.0 0.1
-1.6 -1.2 -0.3
0.0 0.2 -0.5
2.0 0.4 0.2
-1.4 -1.3 0.3
-0.9 0.0 -0.5
2.1 0.8 -0.1
0.9 0.1 0.1
0.1 0.0 0.5
-0.7 0.5 0.1
-1.0 -0.3 -0.2
-0.6 0.1 1.2
-0.4 0.3 -1.3
0.8 0.2 0.5
0.1 -0.1 -0.2
-0.2 0.4 0.0
0.1 0.3 0.4
0.5 -0.4 -0.2
2.5 0.1 -0.3
0.3 0.1 0.7
-1.8 0.6 0.2
-1.0 -2.1 -1.1
0.4 1.6 -0.6
-0.7 0.6 -0.2
0.2 -0.2 0.4
-0.4 0.2 -0.1
0.1 -0.3 -0.1
-0.7 -0.4 -0.3
0.2 0.0 0.1
0.5 -0.3 0.5
-0.6 0.2 0.3
0.7 -0.2 0.7
0.5 0.5 0.0
0.1 -0.1 0.0
-0.2 0.0 -0.1
0.3 0.3 0.3
0.0 2.4 0.2
-0.3 -1.3 0.0
1.8 -1.1 1.4
-0.8 -0.1 0.0
0.4 -1.3 0.2
0.3 0.2 -0.1
-0.2 0.0 1.0
-0.5 -1.1 -0.6
-0.1 0.0 0.1
-0.7 0.2 -0.6
0.2 0.9 -0.7
-0.1 -0.3 -0.1
0.2 0.5 -0.1
0.4 0.0 -0.6
-0.3 0.1 -0.2
-0.3 0.5 -0.1
-0.2 -0.3 0.9
-0.6 -0.7 -1.3
-0.4 0.1 1.0
1.8 -1.9 -1.2
-1.6 0.3 0.7
1.1 1.3 -0.2
0.1 0.1 -0.3
0.2 0.0 0.2
-0.2 0.0 0.1
0.2 0.1 0.0
-0.3 0.6 -0.2
0.4 -0.1 0.3
0.4 0.5 0.1
0.0 0.8 -0.3
0.2 -0.2 -0.1
-0.4 0.0 0.1
-0.7 -0.6 0.3
2.1 1.1 0.9
-2.0 -2.2 0.1
-0.4 -0.8 0.1
0.5 1.8 0.0
-1.2 -1.5 -1.2
0.7 1.2 0.8
-0.2 0.4 0.1
-0.5 -0.2 0.3
0.0 -0.3 -0.6
0.0 0.4 0.4
0.1 0.2 0.1
0.5 0.1 -0.1
0.4 0.1 0.6
0.3 -0.3 -0.2
-0.6 0.0 -0.2
0.4 0.1 -0.4
-0.3 -0.3 -0.6
1.6 -1.8 0.1
-1.0 -0.4 1.5
0.8 -0.8 -0.7
-0.5 0.0 0.4
0.8 0.5 -0.2
-1.4 0.1 -1.3
0.8 0.4 -0.3
0.0 0.9 0.1
0.3 0.0 0.4
-0.2 0.5 -0.4
-0.7 0.6 0.1
0.2 -0.5 -0.5
0.2 0.1 0.4
0.1 -0.4 0.3
-0.2 0.3 -0.2
-0.7 0.7 0.2
0.0 0.1 0.2